1.
ORCA calculation (the ωB97M-V functional and the def2-TZVPD basis) on a 2-piece molecular cluster, C7H16N2O3 overall at a distorted geometry.

Output
**Lowest unoccupied orbital energy (alpha / beta)**: 0.457 / 0.457 eV
**SMILES**: CCC/C(CC)=N/N=O.COO
**HOMO-LUMO gap (alpha / beta)**: 8.6 / 8.6 eV
**E_HOMO (alpha / beta)**: -8.1 / -8.1 eV

```
! wB97M-V def2-TZVPD RIJCOSX def2/J DEFGRID3
* xyz 0 1
H 2.562 1.787 0.369
C 0.669 0.646 -0.035
H 1.740 -3.473 -0.109
H -3.269 0.690 0.827
H -4.712 0.291 -0.281
H 3.340 -3.008 -0.705
C 1.049 -0.758 0.403
H 2.863 -2.740 0.833
H 0.108 -1.456 0.579
H 1.476 -0.851 1.423
N -1.440 1.015 -1.132
C 2.005 -1.444 -0.640
H 0.178 3.534 0.568
H 0.663 3.062 -0.890
C -4.144 0.137 0.657
H -4.711 0.076 1.486
O -2.501 -1.482 0.014
O -2.010 0.901 -2.175
H 1.879 3.811 0.144
C 1.418 1.772 0.549
H 1.594 -1.479 -1.676
O -3.865 -1.267 0.561
C 1.073 3.197 0.003
H -2.485 -2.217 -0.574
H 2.900 -0.686 -0.917
H 1.354 1.947 1.694
N -0.300 0.771 -0.852
C 2.567 -2.773 -0.125
*
```

These are the Löwdin partial charges, in e, on atoms 1 to 4: H 0.1351; C -0.2686; H 0.0856; H 0.0614



2.
ORCA calculation (the ωB97M-V functional and the def2-TZVPD basis) on a 2-piece molecular cluster, C7H16N2OS overall at a distorted geometry.

Output
**Lowest unoccupied orbital energy**: 0.625 eV
**SMILES**: C/[N+]([S-])=C\O.C/N=C/C(C)C
**HOMO-LUMO gap**: 7.6 eV
**E_HOMO**: -7.0 eV

```
! wB97M-V def2-TZVPD RIJCOSX def2/J DEFGRID3
* xyz 0 1
C 0.061 2.668 -0.006
H -2.923 -0.237 1.255
H -2.267 -2.090 -1.905
H 4.308 -2.096 1.683
H -1.005 -1.179 0.366
N -0.245 1.246 0.017
H 3.617 -0.780 2.379
H -3.861 -0.319 -0.135
H -3.464 -1.719 0.436
S 4.750 -1.094 -1.137
C -1.707 -1.087 -1.845
C -1.638 -0.685 -0.301
O 1.852 -0.077 1.229
H 0.997 0.171 0.857
H -0.893 3.337 -0.424
H 2.193 -0.234 -0.948
H 0.900 2.625 -0.793
C 4.197 -1.062 1.541
C -1.333 0.787 -0.354
C -3.038 -0.765 0.347
C 2.575 -0.256 0.113
H -0.622 -1.060 -2.059
H 0.293 3.109 0.902
H -2.034 1.488 -0.846
N 3.812 -0.673 0.192
H -2.277 -0.390 -2.536
H 5.153 -0.790 1.696
*
```

These are the Löwdin partial charges, in e, on atoms 1 to 4: C -0.0924; H 0.0686; H 0.0991; H 0.0804



What are the DFT total energy values for these records? In order: -611.21792 -859.12484 hartree.